Entry 1:
Here is a structure of composition C4H6F6NO5S2Sn from the OMol25 dataset. Energies are from ωB97M-V/def2-TZVPD.

## Properties
Gap between HOMO and LUMO (alpha / beta) in Eh: 0.216 / 0.209
Expectation value of S²: 0.77
Energy relative to the best compared isomer or geometry (same formula, charge and spin) in kJ/mol: 4.65
Spin multiplicity: 2
Charge: +2

The geometry in XYZ format:
```
25
Properties=species:S:1:pos:R:3:forces:R:3:nbo_charge:R:1
Sn -0.766 -0.452 -1.992 0.61 0.21 1.39 1.820
C -4.015 -0.921 0.153 -2.93 0.24 -0.01 0.789
F -4.399 -0.400 -1.040 0.59 -0.06 0.89 -0.308
F -5.080 -1.589 0.684 2.01 2.04 -0.34 -0.250
F -3.091 -1.804 -0.056 2.03 -1.21 -0.66 -0.318
S -3.235 0.459 1.260 -5.13 -1.89 3.30 2.035
O -4.298 1.435 1.458 2.21 -0.64 -1.63 -0.749
O -2.892 -0.219 2.506 1.04 0.52 -2.52 -0.730
N -1.864 0.960 0.338 -1.47 -2.06 0.05 -1.085
S -1.498 2.272 1.117 2.85 3.55 2.99 2.098
O -2.007 3.383 0.364 0.10 -0.07 -0.81 -0.649
O -1.813 2.381 2.531 0.31 -0.92 -1.51 -0.682
C 0.424 2.156 1.061 0.53 0.83 0.53 0.783
F 0.799 0.884 1.327 -0.42 1.24 0.38 -0.299
F 0.806 2.407 -0.182 -0.12 -0.04 -0.73 -0.311
F 0.982 3.091 1.855 -1.13 -1.95 -0.79 -0.249
C 4.442 -1.611 -1.390 0.25 0.52 0.11 -0.652
C 3.008 -1.813 -0.921 1.47 -1.55 1.62 -0.085
O 2.142 -0.789 -1.343 -2.87 1.52 -0.87 -0.758
H 5.061 -2.490 -1.209 -0.40 -0.36 -0.45 0.267
H 4.999 -0.861 -0.829 -0.51 0.37 0.14 0.243
H 4.473 -1.283 -2.429 0.15 -0.41 -0.21 0.215
H 2.984 -1.760 0.168 -0.06 0.11 0.03 0.210
H 2.628 -2.810 -1.141 -0.08 0.07 -0.53 0.186
H 2.210 -0.629 -2.287 0.95 -0.06 -0.37 0.478
```
Positions in Å, forces in eV/Å.

---

Entry 2:
Here is a structure of composition C21H54N6NbO7 from the OMol25 dataset. Energies are from ωB97M-V/def2-TZVPD.

## Properties
Gap between HOMO and LUMO in Eh: 0.257
Charge: -1

The geometry in XYZ format:
```
89
Properties=species:S:1:pos:R:3:forces:R:3:mulliken_charge:R:1
C -1.345 0.165 2.479 0.89 -0.74 -0.24 -0.309
C -1.628 1.342 1.369 -0.25 0.53 0.76 -0.182
C -1.206 2.868 1.903 -1.88 0.11 -1.25 -0.702
O 0.154 3.246 1.489 -0.47 -1.69 3.03 -0.556
Nb 1.625 2.645 2.873 -1.36 1.33 -3.82 -0.441
C 3.372 3.240 1.544 1.32 0.28 -0.77 -1.148
C 2.999 3.562 -0.018 1.13 0.02 -0.43 0.202
O 2.156 4.790 -0.193 0.71 -1.10 2.41 -0.555
C 2.414 2.263 -0.861 0.00 0.96 -0.64 0.127
N 3.572 1.275 -1.118 -0.76 -0.54 2.02 -0.590
H -0.395 -0.438 2.081 -2.11 1.12 1.05 0.201
H -2.258 -0.579 2.635 1.95 1.72 -0.58 -0.085
H -1.048 0.565 3.549 -0.63 -0.63 -2.52 0.113
H -1.031 1.194 0.357 -1.33 0.17 2.12 0.158
H -2.797 1.333 1.157 2.45 0.21 0.24 0.310
H -1.422 3.010 3.058 0.70 -0.45 -2.29 0.316
H -1.980 3.594 1.355 1.71 -1.24 0.99 0.211
H 1.708 4.286 3.668 0.18 0.30 0.84 -0.070
H 0.331 2.184 4.057 0.18 0.02 0.83 0.251
H 1.544 0.982 2.140 0.32 -0.75 0.37 0.030
H 2.838 1.961 4.081 -0.37 -0.05 -0.13 0.006
H 3.901 4.169 2.020 -0.68 -1.56 -1.09 0.370
H 4.159 2.352 1.571 -1.47 1.77 -0.08 0.301
H 4.030 3.838 -0.553 -2.07 -0.65 0.84 0.220
H 1.956 5.138 0.747 0.35 -1.08 -2.20 0.332
H 2.085 2.617 -1.950 0.51 -0.40 2.41 0.139
H 1.488 1.746 -0.365 1.84 1.12 -0.66 -0.148
H 4.355 1.460 -0.422 -1.44 -0.16 -1.04 0.237
H 3.192 0.331 -0.806 0.80 1.52 -0.53 0.273
C -4.406 -4.466 3.337 -0.18 0.05 -0.28 -1.250
C -4.072 -3.038 3.673 0.16 0.82 -0.24 0.866
O -3.951 -2.171 2.810 -0.25 -0.62 0.39 -0.679
N -3.902 -2.720 4.989 -0.27 -0.18 -0.62 0.043
C -4.003 -3.595 6.131 0.14 0.47 0.00 -0.982
H -4.512 -4.574 2.254 0.15 0.11 0.39 0.284
H -3.601 -5.125 3.673 -0.22 -0.07 -0.02 0.187
H -5.351 -4.747 3.808 0.10 -0.13 0.12 0.416
H -3.679 -1.743 5.145 0.30 0.02 0.01 0.152
H -4.783 -3.205 6.791 0.03 -0.28 0.20 0.284
H -3.045 -3.581 6.657 -0.12 -0.21 0.19 0.266
H -4.246 -4.620 5.851 0.03 0.21 -0.03 0.406
C -1.144 -6.423 -0.269 -0.06 0.08 -0.22 -1.339
C -1.842 -6.346 1.062 -0.87 0.32 0.37 0.795
O -2.992 -5.931 1.177 0.78 -0.48 -0.28 -0.601
N -1.151 -6.759 2.164 -0.43 0.15 -0.47 -0.112
C 0.196 -7.272 2.223 -0.07 0.01 0.50 -0.883
H -1.812 -6.063 -1.056 0.06 -0.05 0.32 0.283
H -0.251 -5.792 -0.257 0.03 -0.17 -0.08 0.370
H -0.876 -7.459 -0.489 0.16 0.11 -0.03 0.372
H -1.678 -6.681 3.026 0.18 0.00 -0.24 0.189
H 0.159 -8.278 2.650 0.31 0.00 -0.08 0.291
H 0.780 -6.622 2.880 0.23 -0.19 -0.13 0.294
H 0.670 -7.313 1.242 -0.19 0.06 0.16 0.330
C 3.824 1.379 -4.730 0.07 -0.17 -0.05 -1.330
C 4.224 1.657 -6.154 0.14 -0.17 -0.39 0.717
O 4.574 0.766 -6.924 -0.09 0.22 0.10 -0.704
N 4.188 2.953 -6.581 0.08 -0.77 0.01 -0.140
C 3.807 4.122 -5.827 0.04 0.28 -0.35 -0.734
H 3.901 0.307 -4.530 0.03 0.28 -0.14 0.393
H 4.493 1.908 -4.047 -0.28 -0.02 0.12 0.440
H 2.789 1.689 -4.567 0.14 0.09 0.20 0.295
H 4.468 3.069 -7.547 -0.08 -0.01 0.27 0.248
H 2.962 4.595 -6.334 0.01 0.16 0.28 0.276
H 4.655 4.813 -5.817 -0.19 0.14 0.21 0.276
H 3.524 3.883 -4.801 0.08 -0.05 -0.23 0.243
C -3.232 0.652 7.472 -0.03 -0.18 0.18 -1.526
C -2.833 0.930 6.047 0.33 0.10 -0.92 0.926
O -2.483 0.039 5.278 -0.51 0.14 0.82 -0.636
N -2.869 2.226 5.621 -0.10 -0.95 0.27 0.024
C -3.250 3.395 6.375 0.18 0.19 -0.42 -0.996
H -3.156 -0.420 7.672 0.05 0.21 -0.17 0.275
H -2.563 1.181 8.155 -0.19 0.02 0.05 0.416
H -4.267 0.962 7.634 0.10 0.08 0.16 0.388
H -2.589 2.343 4.654 0.06 -0.01 0.18 0.159
H -4.095 3.868 5.867 0.01 0.18 0.25 0.309
H -2.402 4.086 6.384 -0.19 0.13 0.17 0.311
H -3.533 3.157 7.401 0.07 -0.05 -0.21 0.375
C 1.564 0.291 -8.325 -0.03 0.08 0.10 -1.132
C 0.679 1.088 -9.245 -0.69 0.52 0.26 0.709
O -0.194 1.843 -8.826 0.45 -0.35 -0.26 -0.663
N 0.874 0.948 -10.589 -0.18 0.15 0.48 -0.150
C 1.842 0.116 -11.261 -0.20 0.18 -0.36 -0.795
H 1.297 0.501 -7.286 -0.02 0.04 -0.30 0.217
H 1.425 -0.778 -8.510 0.20 0.04 0.01 0.395
H 2.609 0.572 -8.478 0.01 -0.25 0.09 0.333
H 0.246 1.512 -11.151 0.18 -0.16 0.16 0.232
H 2.477 0.759 -11.876 0.17 -0.29 -0.04 0.266
H 1.301 -0.581 -11.907 0.30 -0.13 -0.04 0.272
H 2.464 -0.446 -10.564 -0.18 0.18 -0.05 0.321
```
Positions in Å, forces in eV/Å.

---

For the records above, the corresponding max |F| values read 0.124, 0.083 Eh/bohr.
For the records above, the corresponding E values read -59752.5534, -47470.4980 eV.